14
Properties=species:S:1:pos:R:3:forces:R:3:lowdin_charge:R:1 method="wB97M-V/def2-TZVPD" homo_energy_ev=-10.056 gap_ev=9.55 e_above_lowest_ev=1.4291 lumo_energy_ev=-0.50
H 2.352941 1.330585 0.860750 0.1715 -0.5072 -0.2828 0.05
N 3.021236 0.804953 0.275634 0.4455 0.5494 0.9155 0.11
C 2.573801 -0.227561 -0.262153 -1.8243 0.0137 -1.8917 -0.30
N 1.217396 -0.725256 -0.329905 0.2428 -0.2266 1.0750 0.07
C 0.237845 0.039581 -0.106234 0.6932 0.5606 -0.2846 -0.13
C -1.155880 -0.460572 -0.102905 -0.3559 -0.1857 -0.3412 -0.42
C -2.188501 0.478094 0.433054 -0.0243 -0.0273 0.0292 -0.06
N -1.498378 -1.577613 -0.580573 -0.3721 -0.3532 0.1178 0.16
H -0.714103 -2.139258 -0.909610 0.2690 0.2623 0.0068 0.05
H 3.119569 -0.799568 -1.005370 0.7693 -0.0231 0.4305 0.10
H 0.357092 1.131820 0.023649 0.0369 -0.2565 0.1245 0.12
H -2.163269 1.418636 -0.116302 -0.0118 0.1140 0.0042 0.08
H -1.987534 0.696461 1.481766 -0.0160 0.0870 0.0818 0.08
H -3.172214 0.029700 0.338198 -0.0240 -0.0074 0.0151 0.08

14
Properties=species:S:1:pos:R:3:forces:R:3:lowdin_charge:R:1 method="wB97M-V/def2-TZVPD" homo_energy_ev=-9.359 gap_ev=10.12 e_above_lowest_ev=3.1640 lumo_energy_ev=0.77
C -0.785007 0.092780 -0.302744 0.2846 0.8417 -0.6615 -0.22
C 1.915264 -0.694719 2.701702 -0.0807 0.0228 -0.2003 -0.04
C 0.031907 1.532477 -2.306213 -0.8987 -1.5269 -1.5462 -0.08
C 0.166865 0.295043 -1.388334 1.2536 0.4691 0.8770 -0.22
N -1.518128 -0.007361 0.566323 -0.6035 -0.3332 0.5711 0.14
N 0.833784 -1.130299 2.658445 -0.1797 0.4853 -0.5044 -0.23
N -0.342211 -1.730318 2.780097 -2.5658 -1.0484 0.0275 -0.01
H 0.662054 1.380768 -3.188331 0.0904 -0.1713 0.1860 0.08
H 0.295806 2.499373 -1.955772 0.2798 0.5057 1.1373 0.06
H -0.975530 1.620028 -2.733719 0.0822 -0.1117 0.3027 0.08
H 1.146799 0.321738 -0.903487 0.0411 0.4737 0.3372 0.12
H 0.301147 -0.680851 -1.821157 -0.5442 -0.2132 -1.2107 0.11
H -0.513768 -1.934663 3.775544 -0.2916 0.2295 -1.1160 0.10
H -1.218983 -1.563994 2.117646 3.1326 0.3769 1.8002 0.12

14
Properties=species:S:1:pos:R:3:forces:R:3:lowdin_charge:R:1 method="wB97M-V/def2-TZVPD" homo_energy_ev=-7.265 gap_ev=8.17 e_above_lowest_ev=1.9576 lumo_energy_ev=0.91
H 0.391912 -1.221632 1.798578 0.2783 -0.6153 1.8553 -0.01
N 0.452702 -1.694983 0.925877 0.3932 0.1382 0.8158 0.12
C 0.233494 -0.712172 0.168589 -0.8197 -0.2376 -2.8069 -0.44
N 0.111517 -0.934907 -1.239871 0.0723 1.9014 3.7334 0.10
C -0.381432 0.223021 -1.715753 -3.0880 1.2334 -6.0031 -0.20
C -0.406036 1.188661 -0.817698 -0.6442 1.0789 0.5201 -0.12
N -0.081231 0.651058 0.418392 0.9613 -2.1148 -0.8001 -0.11
C 0.079991 1.092622 1.753114 1.7328 1.4555 2.2358 -0.09
H 0.251216 -1.843361 -1.557158 -0.1131 -1.2639 -0.9741 0.12
H -1.089449 0.356201 -2.742617 2.8024 -0.5989 2.7503 0.18
H -0.707869 2.199112 -0.995199 -0.2327 0.1975 0.2835 0.10
H 1.103601 0.617960 2.048608 -1.8558 0.7281 0.2874 0.11
H 0.289813 2.252672 1.946679 -0.8625 -2.4744 -0.9633 0.13
H -0.776244 0.738079 2.440802 1.3758 0.5720 -0.9341 0.11